# 1
ORCA calculation (ωB97M-V with the def2-TZVPD basis set) on a structure of composition C52H53CaN2P2S4Si.

HOMO level   -8.396 eV
Relative energy (zero: lowest compared OMol25 entry of this formula, charge and spin)   2.576 eV
E_LUMO   -1.8 eV
E_tot   -5365.25984 Eh

Geometry as ORCA input:
```
! RIJCOSX wB97M-V def2-TZVPD def2/J DEFGRID3
* xyz 1 1
H 2.609 5.385 -0.519
H 2.970 -5.461 -2.104
H 1.367 4.665 1.486
C 0.118 2.682 3.516
C 2.947 -3.097 2.611
H -1.094 -0.764 -6.601
C -4.611 0.712 -3.060
H -6.341 1.603 -3.950
H 3.112 -4.588 4.139
C -0.786 -4.044 -0.881
S -1.073 1.498 2.838
H 5.125 -2.303 -3.707
C -1.590 0.171 -3.370
C -0.856 1.355 -3.411
N 1.777 -2.133 -4.271
H 4.362 0.873 -6.226
H 8.129 -0.362 2.488
H -0.799 -3.924 2.573
H 0.026 2.739 4.602
C 2.879 -3.587 -0.971
C -2.252 -4.365 -2.758
C 2.204 4.063 1.134
C 3.958 0.408 -5.336
H 3.185 1.416 -2.132
C 2.105 -2.410 1.734
C 3.786 -3.893 -3.228
S 1.907 2.300 1.394
H -0.013 -2.111 -3.169
C 2.884 -0.654 -2.869
C 3.293 0.771 -3.002
H 5.360 -2.753 0.278
H -1.931 4.999 0.193
H -3.832 3.012 0.812
P 2.822 -1.221 0.531
H -2.259 -1.477 -4.584
C 3.799 1.246 -4.138
C 0.258 -3.684 2.566
H 4.061 0.890 2.112
H 0.409 2.669 -4.535
H -1.931 -1.411 2.828
H 1.557 -2.941 -4.827
C -2.481 2.558 2.418
Ca 0.525 0.599 -0.711
H -4.673 -1.774 -0.757
H 2.271 2.844 3.688
C -5.035 -1.027 -1.454
C -2.622 -3.033 -2.673
N 1.468 -0.801 -2.487
H -0.832 2.013 -2.552
H 3.742 -1.474 -6.255
H -3.387 -2.650 -3.338
H -2.707 -5.010 -3.499
H 0.298 1.285 -6.593
C -4.128 -0.241 -2.167
H 1.697 1.202 3.456
H 4.097 2.285 -4.206
C -1.679 -0.565 -4.555
H 3.386 3.817 -0.655
C -1.143 -2.695 -0.763
H -2.553 -2.728 1.820
C -1.013 -0.167 -5.702
H 4.005 -2.876 2.640
H -2.203 3.599 2.588
H -0.098 -4.469 -0.159
H 3.087 4.362 1.702
C 3.843 -1.583 -2.047
C 2.446 -4.071 3.461
H -3.304 1.336 0.820
C 1.095 -4.375 3.429
C 5.568 -1.865 0.861
C -0.228 4.751 -1.072
H -0.561 4.235 1.013
H -3.922 1.331 -3.622
C 3.198 -4.403 -2.148
C 7.129 -0.528 2.110
C 4.837 0.167 1.899
C 6.119 0.378 2.390
H 6.326 1.254 2.991
H 0.690 -5.139 4.082
C 0.723 -2.684 1.706
C -1.113 4.283 0.077
S -1.772 2.653 -0.329
C 3.104 -1.552 -4.127
C -1.305 -4.862 -1.872
C 3.622 -0.880 -5.355
H 4.729 -1.035 -1.716
H -7.092 -1.493 -1.093
C 6.851 -1.650 1.340
H 4.040 -4.529 -4.068
C -0.171 1.755 -4.553
C 4.541 -0.958 1.134
H -1.002 -5.901 -1.930
C -5.978 0.866 -3.246
H 0.145 5.760 -0.883
C 0.982 -1.701 -3.274
C -2.037 -2.185 -1.726
P -2.357 -0.376 -1.767
C -6.399 -0.871 -1.644
C 3.195 -2.293 -0.892
H -3.311 2.342 3.091
C 4.112 -2.438 -3.326
H -7.938 0.198 -2.690
H 7.632 -2.365 1.118
H -0.081 3.678 3.117
C 2.467 4.318 -0.345
Si -0.545 -1.618 0.728
C -2.972 2.362 0.989
H 2.402 -4.079 -0.133
H -0.819 4.800 -1.988
C -6.874 0.077 -2.540
H -2.896 -1.057 1.396
C 1.530 2.241 3.160
C -2.125 -1.723 1.800
S 1.204 3.715 -1.497
C -0.237 0.986 -5.701
*
```

# 2
ORCA calculation (ωB97M-V with the def2-TZVPD basis set) on a structure of composition C52H54F3IInN5.

HOMO level   -5.953 eV
E_LUMO   -0.5 eV
E_tot   -3075.20767 Eh

Geometry as ORCA input:
```
! RIJCOSX wB97M-V def2-TZVPD def2/J DEFGRID3
* xyz 0 1
C 1.917 -1.003 -1.479
C -1.423 2.328 -0.837
H 0.094 -6.412 0.167
C 1.680 -2.410 1.883
C -0.501 3.257 -0.155
H -5.159 -5.219 0.186
H 1.485 2.985 -1.059
I -0.881 1.838 3.696
H -1.013 4.447 5.142
C -1.169 4.448 -3.301
C 1.076 5.939 0.462
N 0.395 -2.347 1.334
H -0.911 0.136 -2.660
C 3.390 4.006 3.506
H -0.478 6.827 4.720
N -2.225 -1.916 0.108
H 5.269 -4.846 2.228
C 0.153 -0.066 -2.634
H -6.180 -1.848 -0.986
C -5.591 -3.001 -2.718
C 1.384 1.960 1.347
C -2.363 2.872 -1.719
C -4.298 -2.744 -0.566
H 4.590 -0.030 3.445
N 1.150 0.614 1.263
C -1.365 -4.020 1.038
C -4.308 1.742 -4.261
C -0.273 6.081 3.961
H 1.359 6.983 0.375
H -3.785 -5.515 1.227
H -3.266 4.440 -2.827
In -0.564 -0.549 0.490
C 0.988 0.360 -3.651
C 0.285 4.138 2.007
N 0.611 -0.725 -1.561
C -3.423 -1.588 -0.539
C 2.341 0.099 -3.538
H -5.236 1.783 -4.837
H 3.643 -3.486 3.584
C 5.592 0.238 1.551
F 3.640 1.900 -4.280
C -4.069 -5.170 0.229
N -1.737 1.038 -0.525
C -2.335 -3.229 0.442
C 1.975 -3.770 2.293
C -0.107 -3.606 1.430
H -6.592 -3.004 -3.154
H -3.805 -7.145 -0.655
H 2.239 -1.553 -0.602
C 3.242 0.970 2.117
C -3.700 -0.414 -1.132
C 0.257 6.450 2.738
C 3.379 3.522 2.048
H -1.617 -5.058 1.200
H -2.249 5.006 -1.521
C 0.911 3.675 -0.451
C 4.345 -4.465 1.789
C 4.624 0.710 2.640
C -2.942 0.782 -1.178
H -3.613 2.471 -4.684
C 3.279 -4.226 2.868
C 2.820 -0.605 -2.447
H -1.074 4.151 0.062
H -0.205 4.406 -2.794
H 4.027 4.887 3.619
C 2.514 -1.369 2.030
C -3.479 -6.116 -0.824
H -5.347 1.367 -2.407
C -0.291 3.805 3.227
H -3.796 -5.818 -1.826
C 2.298 0.007 1.771
C 1.276 5.101 -0.553
H 5.211 -0.657 1.052
H -1.184 3.663 -4.061
H 1.386 -6.346 2.949
C -2.322 4.250 -2.311
F 2.742 0.643 -5.795
H 0.469 7.494 2.532
C -0.567 4.749 4.204
C 0.662 -5.973 2.223
H -2.388 -6.095 -0.801
C 2.671 2.210 1.850
H -1.244 5.415 -3.805
C 3.294 0.636 -4.574
H 6.574 0.004 1.968
H 3.872 -0.832 -2.344
H -0.326 -6.145 2.655
H -5.117 -3.958 -2.946
H 0.600 -7.834 1.090
C -3.632 -3.752 0.041
H -5.006 -2.218 -3.204
H 4.415 3.405 1.716
H -4.953 3.044 -2.666
H 2.949 4.289 1.409
C 0.537 3.110 0.928
H 3.766 3.225 4.170
C -4.563 2.031 -2.775
H 3.476 -1.599 2.470
F 4.420 -0.087 -4.636
C -5.653 -2.779 -1.200
H -6.241 -3.578 -0.746
C -3.331 1.894 -1.931
H 3.990 -5.192 1.056
H -4.653 -0.368 -1.643
H 3.123 -5.148 3.429
H 4.574 -3.540 1.257
H 5.719 1.011 0.790
H 0.586 0.894 -4.500
H -3.868 0.750 -4.387
C 0.876 -4.506 2.022
H 2.386 4.268 3.840
C 0.796 -6.773 0.921
H 1.753 5.448 -1.463
H 5.015 1.625 3.089
H 1.803 -6.673 0.512
C 0.528 5.502 1.754
*
```

no.,frontier orbital gap (eV)
1,6.561
2,5.406